Below is a cluster of 8 separate species, C31H77NO15 in total, with properties calculated with the ωB97M-V functional and the def2-TZVPD basis.

Its gap between HOMO and LUMO is 8.705 eV. The energy above the lowest of the compared OMol25 structures with the same formula, charge and spin is 0.0 kcal/mol. The value obtained for the HOMO energy is -0.3071 Eh. As for the spin multiplicity: 1. As for the structure (SMILES): CNC(C)=O.COCCOC.COCCOC.COCCOC.COCCOC.COCCOC.COCCOC.COCCOC.

Geometry as XYZ:
```
124
Properties=species:S:1:pos:R:3:forces:R:3
C 0.014389 1.541107 1.275899 -0.09 0.05 1.50
N -0.264781 0.111677 1.414989 1.08 0.51 0.47
C -0.922321 -0.565123 0.504069 -2.30 -0.14 -2.47
C -1.321281 -2.000313 0.855659 0.50 0.84 -1.20
O -1.362851 -0.032353 -0.536881 0.90 -0.76 1.19
H -0.867561 2.115207 1.559919 -0.24 0.04 -0.38
H 0.373739 1.903047 0.312589 -0.13 -0.65 -0.02
H 0.725209 1.780917 2.066679 0.35 0.06 -0.23
H -0.038741 -0.425793 2.239689 0.30 0.58 0.18
H -0.483471 -2.566763 1.262229 -0.31 0.03 0.49
H -1.580211 -2.444503 -0.105461 -0.21 -0.17 0.19
H -2.213321 -1.899713 1.473909 0.21 -0.48 0.21
C 5.036779 1.953867 1.772949 1.87 -0.10 0.66
O 4.083969 2.151267 0.776459 -1.35 -0.40 1.13
C 3.863019 1.041997 -0.074631 1.14 0.08 -0.42
C 3.098219 1.431167 -1.271641 -1.27 0.35 -1.75
O 3.835249 1.964757 -2.355381 0.10 -1.18 0.39
C 4.270299 3.249817 -2.121911 0.38 2.06 -0.66
H 5.266859 2.852067 2.346009 0.04 0.76 -1.03
H 5.928559 1.517467 1.323079 0.52 0.46 -0.24
H 4.978729 1.328617 2.663899 -1.80 -1.13 -0.21
H 3.367119 0.134707 0.270349 -0.07 0.21 1.27
H 4.840499 0.731627 -0.443831 0.31 -0.35 -0.03
H 2.267039 2.114227 -1.096521 -0.10 0.19 0.60
H 2.614039 0.542837 -1.677281 0.12 -0.19 -0.01
H 3.492909 4.003267 -2.248711 -0.65 -0.04 0.07
H 4.962489 3.516377 -2.920611 0.35 -0.18 0.16
H 4.703439 3.468567 -1.145881 0.29 -0.52 0.07
C -1.439251 -2.970723 4.204789 0.45 0.97 -0.38
O -0.305331 -2.184353 4.659229 0.12 -1.75 -0.36
C 0.904879 -3.033943 4.824099 -0.67 2.58 0.40
C 1.846429 -2.276473 5.810129 1.09 0.03 -0.51
O 2.564119 -1.163573 5.232349 -0.91 0.45 -0.64
C 1.763889 0.037917 5.067709 -0.04 -1.17 0.18
H -2.323501 -2.336003 4.147039 -0.03 0.22 0.93
H -1.582081 -3.844533 4.840519 -0.15 0.01 -0.09
H -1.391301 -3.214073 3.143379 0.73 -0.71 0.07
H 1.463559 -3.060823 3.888549 -0.11 -0.12 -0.26
H 0.608539 -4.049883 5.085149 0.15 0.08 0.46
H 2.678789 -2.936053 6.055529 -0.12 -0.36 0.03
H 1.471469 -1.914523 6.767469 -0.88 -0.33 -0.09
H 2.363649 0.848767 4.654289 0.27 -0.25 0.26
H 1.334989 0.289417 6.037709 0.05 0.36 0.09
H 0.923959 -0.141263 4.396509 -0.01 -0.07 -0.09
C 3.116709 7.359307 -4.270831 -0.53 -0.78 0.56
O 3.178569 6.577187 -3.083381 -0.36 0.27 0.33
C 3.044279 7.442447 -1.954991 1.57 -0.79 0.43
C 2.687049 6.672927 -0.645491 -0.41 0.19 -1.59
O 1.469879 5.990317 -0.831741 -0.20 -2.03 1.42
C 1.355579 4.859347 0.141359 -1.37 1.07 -0.53
H 3.365179 6.707237 -5.108191 0.22 0.20 0.05
H 3.770339 8.226637 -4.177961 0.16 0.07 -0.34
H 2.076049 7.666717 -4.373891 -0.05 0.40 -0.32
H 2.521739 8.363877 -2.211911 -1.13 -0.36 0.29
H 4.046529 7.847437 -1.815021 0.47 0.12 0.51
H 2.626249 7.390077 0.173109 0.07 0.17 0.19
H 3.396289 5.883197 -0.397691 0.78 0.50 -0.24
H 2.209679 4.649727 0.785309 0.31 0.48 -0.29
H 1.041459 3.911347 -0.295341 0.33 0.25 -0.87
H 0.488799 5.100367 0.756749 0.19 0.21 0.42
C -4.602531 6.460247 0.932489 0.41 -0.85 -0.50
O -3.295371 6.056467 1.287019 0.22 0.61 1.13
C -2.983771 4.737697 0.950599 0.69 -0.06 -2.28
C -2.170661 4.805297 -0.413461 -0.87 -0.58 -0.30
O -1.807391 3.555597 -1.027611 0.30 -0.18 0.44
C -2.850311 2.571787 -1.063441 -0.03 0.42 0.27
H -4.860751 7.413667 1.393359 0.23 -0.11 -0.09
H -5.289201 5.672217 1.241669 -0.41 0.16 0.14
H -4.609551 6.496947 -0.156871 -0.54 0.44 -0.17
H -3.869751 4.173767 0.658829 -0.28 -0.12 0.54
H -2.479711 4.230107 1.773019 0.21 0.10 -0.05
H -1.333891 5.503617 -0.397201 0.44 -0.60 0.42
H -2.802151 5.271257 -1.169891 -0.73 0.34 0.23
H -2.852431 2.024637 -0.120721 -0.23 -0.07 0.00
H -2.746671 1.835537 -1.860501 0.77 0.25 -0.01
H -3.825961 3.020147 -1.250971 -0.19 0.34 0.17
C -8.103081 -3.988263 2.942469 -0.18 1.64 -0.30
O -6.928021 -4.352663 2.303459 0.32 -1.45 2.47
C -6.382361 -3.519823 1.358499 1.41 -0.44 -1.03
C -4.854641 -3.354023 1.592859 -0.30 1.23 0.22
O -4.041911 -4.416693 1.343689 0.41 -1.24 -1.50
C -4.253231 -5.523173 2.134789 0.96 -1.51 0.48
H -8.879971 -3.971833 2.178089 -0.70 -0.30 0.42
H -8.000971 -2.963013 3.298209 -0.12 0.42 0.08
H -8.318751 -4.544683 3.854599 0.08 -0.63 -0.54
H -6.819421 -2.529533 1.230429 -0.36 0.04 0.31
H -6.577611 -4.148573 0.489799 0.59 0.83 -1.11
H -4.568671 -3.129023 2.620329 -1.02 0.85 0.63
H -4.404661 -2.585483 0.964399 -0.62 0.44 -0.13
H -4.266301 -5.329473 3.207359 -0.14 0.54 0.26
H -3.349791 -6.108513 1.963669 -0.20 -0.51 0.03
H -5.142941 -6.114553 1.918479 -0.08 0.13 -0.29
C -0.917461 -6.356373 -2.148901 2.04 -0.30 2.15
O -0.389371 -5.086763 -1.692441 0.06 0.58 -1.18
C 0.350839 -4.955523 -0.464301 -0.74 -1.00 -0.78
C 1.670019 -5.776873 -0.416571 0.34 -0.10 -0.77
O 1.493879 -7.178943 -0.312571 -0.29 -0.72 0.28
C 2.397319 -7.980403 -1.066021 0.20 0.11 -0.23
H -0.099551 -6.960413 -2.541641 0.05 0.35 -1.27
H -1.798521 -6.269733 -2.784781 0.32 0.30 0.22
H -1.021961 -6.999943 -1.275401 -1.26 0.12 0.42
H -0.448231 -5.092203 0.264329 0.62 -0.98 0.97
H 0.548959 -3.893943 -0.316361 0.48 0.05 -0.64
H 2.424049 -5.432663 0.291279 -0.49 0.20 0.96
H 2.268209 -5.638743 -1.317231 -0.58 0.58 -0.75
H 2.228409 -7.931573 -2.141751 -0.41 0.25 -0.20
H 2.328919 -9.034673 -0.797791 -0.44 0.19 0.36
H 3.451209 -7.725143 -0.955381 0.12 0.39 0.45
C -0.206691 0.376337 -3.595051 -0.32 0.70 -1.02
O 0.251459 0.466597 -4.989771 0.97 -0.97 1.44
C 1.670329 0.784437 -5.117621 -0.10 -0.96 0.84
C 2.700199 -0.284713 -4.592801 -1.61 0.46 -0.74
O 2.804409 -1.381993 -5.454521 3.21 0.30 -0.17
C 1.959439 -2.468963 -5.464721 -2.65 1.60 0.30
H -0.407371 1.413647 -3.327081 0.22 -0.05 0.70
H 0.396299 -0.165803 -2.866641 0.76 0.34 -0.30
H -1.148151 -0.161723 -3.484361 -0.17 0.03 -0.83
H 1.952649 1.661777 -4.535671 -0.39 0.55 -0.08
H 1.797319 0.946437 -6.188011 0.20 0.05 0.12
H 2.442499 -0.531463 -3.562841 -0.23 -0.50 0.13
H 3.681519 0.183237 -4.514511 0.01 0.07 -0.32
H 2.356419 -3.368893 -5.934441 0.25 0.29 0.26
H 1.117579 -2.030683 -6.000711 -0.66 -1.10 -0.80
H 1.472599 -2.592003 -4.497271 0.50 -0.80 0.54
```
Positions in Å, forces in eV/Å.


Below is a structure of composition C18H24B2Cl2F4N4O6PbSi, with properties calculated with the ωB97M-V functional and the def2-TZVPD basis.

Its gap between HOMO and LUMO is 8.675 eV. The energy above the lowest of the compared OMol25 structures with the same formula, charge and spin is 0.0 kcal/mol. The value obtained for the HOMO energy is -0.3397 Eh. As for the spin multiplicity: 1.

Geometry as XYZ:
```
62
Properties=species:S:1:pos:R:3:forces:R:3
Pb 1.395798 0.146366 -0.850679 -0.03 0.03 0.21
C 0.144584 2.367878 -4.777715 -0.01 -0.04 0.01
C 0.114702 1.672668 -3.460175 0.03 0.02 -0.03
N 1.054365 1.732762 -2.603593 0.02 0.03 0.06
O 2.157753 2.456630 -2.892867 0.07 0.02 -0.07
B 2.339547 3.650651 -1.979421 -0.11 0.08 -0.01
F 1.168078 4.422238 -2.056412 0.03 -0.07 0.03
F 3.459955 4.302410 -2.400890 0.00 -0.05 0.01
O 2.558652 3.278224 -0.536641 0.05 0.05 0.01
N 1.499596 2.588578 -0.032632 0.01 -0.06 0.07
C 0.798085 3.148699 0.873581 0.08 0.02 -0.10
C 1.057964 4.515217 1.417754 -0.04 -0.01 -0.03
C -0.414398 2.378563 1.307902 -0.06 -0.03 0.06
N -0.679135 1.359788 0.590232 0.07 0.04 -0.13
O -1.848100 0.689295 0.941101 -0.06 0.01 0.04
B -2.385656 -0.142275 -0.020616 -0.03 -0.04 -0.01
F -0.577909 -1.786141 0.432702 -0.03 0.01 -0.04
F -3.435638 -0.842797 0.387152 0.04 0.03 -0.01
O -2.129071 -0.240211 -1.371605 -0.04 0.00 0.02
N -0.972272 0.339007 -1.873655 0.13 -0.04 -0.08
C -1.092110 0.904223 -3.009963 -0.05 -0.01 0.08
C -2.338833 0.933310 -3.827590 0.01 0.02 0.01
C -1.261195 2.868933 2.438179 0.01 -0.02 -0.02
H 0.954508 3.090073 -4.782001 0.00 0.01 0.00
H -0.799365 2.871019 -4.982717 0.00 -0.01 0.01
H 0.323898 1.636014 -5.569486 -0.01 0.01 -0.01
H 1.869337 4.970872 0.860023 0.00 0.01 0.00
H 1.331992 4.467575 2.473486 -0.01 -0.01 0.00
H 0.165032 5.135697 1.328021 0.00 0.00 0.02
H -3.069899 0.230187 -3.443730 0.00 0.00 -0.01
H -2.099490 0.691191 -4.862985 0.00 0.00 0.00
H -2.769400 1.936771 -3.818235 0.01 0.00 0.01
H -0.651390 3.351680 3.198540 0.00 0.00 -0.01
H -1.822521 2.048994 2.877236 0.00 0.00 0.01
H -1.978221 3.604994 2.066977 0.01 0.01 0.01
Cl 4.278061 -2.390261 -0.853617 0.01 -0.01 0.03
C 4.554648 -1.066575 -2.018626 -0.03 -0.12 -0.17
Cl 4.573100 0.490865 -1.163692 -0.06 0.13 0.00
C 3.456712 -1.114662 -3.122832 0.00 0.17 0.23
O 3.822019 -1.430499 -4.233032 0.02 -0.06 -0.03
O 2.272988 -0.827962 -2.725347 -0.07 -0.08 -0.23
H 5.532188 -1.214106 -2.459093 0.01 0.00 0.01
C 1.126689 -3.924593 0.987660 -0.02 0.00 0.03
Si 0.022423 -2.627109 1.710673 0.09 -0.01 0.02
C 0.906553 -1.369016 2.759929 -0.09 0.01 0.05
C -1.437651 -3.337265 2.609469 0.05 0.00 -0.01
C -1.558150 -4.709988 2.832567 -0.02 0.02 0.00
C -2.645691 -5.227881 3.521975 -0.02 -0.01 0.01
C -3.634210 -4.376970 3.994463 0.03 0.00 -0.02
C -3.533597 -3.009002 3.777549 -0.01 0.02 0.01
C -2.442294 -2.495574 3.095059 0.00 -0.01 0.00
H 1.663733 -4.468520 1.768006 -0.01 0.00 -0.01
H 1.867966 -3.473405 0.325065 0.00 0.01 0.01
H 0.549712 -4.644544 0.404289 0.01 0.00 -0.01
H 1.425187 -1.873486 3.578721 -0.01 0.00 0.01
H 0.179852 -0.684664 3.206242 0.02 0.00 0.00
H 1.644018 -0.772480 2.219950 0.01 -0.07 -0.06
H -0.796905 -5.388020 2.463740 0.00 0.00 0.00
H -2.723221 -6.294836 3.687024 0.00 0.00 0.00
H -4.484465 -4.779145 4.530122 0.00 0.00 0.00
H -4.307606 -2.344020 4.138894 0.00 0.00 0.00
H -2.381294 -1.425335 2.925586 -0.01 0.00 0.01
```
Positions in Å, forces in eV/Å.


- Among the records above, which one has the lowest gap between HOMO and LUMO?
  C18H24B2Cl2F4N4O6PbSi